Record 1
DFT (ωB97M-V/def2-TZVPD) results for one molecule with the formula C24H34N2O3.

multiplicity	1
LUMO level	0.795	eV
SMILES	CCOc1cc(CN2CCN(CCc3ccccc3)[C@H](CCO)C2)ccc1OC
energy above the lowest of the compared OMol25 structures with the same formula, charge and spin	3.051	eV
gap between HOMO and LUMO	8.7	eV
E_HOMO	-7.9	eV

XYZ file:
```
63
C24H34N2O3 | the OMol25 dataset | ωB97M-V/def2-TZVPD
C 3.165 3.510 1.057
C 2.693 2.123 0.649
O 3.409 1.187 1.427
C 3.134 -0.135 1.276
C 2.223 -0.661 0.379
C 1.989 -2.033 0.310
C 0.986 -2.564 -0.680
N -0.139 -1.659 -0.824
C -0.935 -1.562 0.381
C -1.933 -0.429 0.195
N -2.826 -0.703 -0.921
C -3.912 0.262 -1.012
C -3.606 1.669 -1.578
C -2.635 2.474 -0.765
C -1.399 2.841 -1.286
C -0.501 3.574 -0.532
C -0.825 3.955 0.759
C -2.060 3.610 1.283
C -2.959 2.883 0.525
C -2.061 -0.919 -2.150
C -2.952 -1.287 -3.349
C -3.729 -2.599 -3.184
O -4.528 -2.646 -2.032
C -1.018 -2.021 -1.914
C 2.692 -2.877 1.146
C 3.627 -2.369 2.040
C 3.858 -1.008 2.120
O 4.743 -0.407 2.967
C 5.496 -1.221 3.828
H 4.234 3.601 0.887
H 2.644 4.267 0.478
H 2.970 3.669 2.114
H 1.613 2.020 0.827
H 2.888 1.954 -0.420
H 1.656 -0.023 -0.279
H 0.665 -3.577 -0.377
H 1.468 -2.649 -1.661
H -0.282 -1.339 1.226
H -1.471 -2.507 0.589
H -2.539 -0.320 1.098
H -1.363 0.498 0.042
H -4.312 0.371 0.000
H -4.702 -0.178 -1.625
H -4.562 2.198 -1.613
H -3.238 1.582 -2.601
H -1.136 2.547 -2.293
H 0.454 3.850 -0.956
H -0.123 4.522 1.351
H -2.325 3.915 2.285
H -3.925 2.626 0.937
H -1.496 -0.005 -2.410
H -3.660 -0.481 -3.541
H -2.313 -1.381 -4.229
H -4.410 -2.723 -4.032
H -3.029 -3.448 -3.197
H -3.986 -2.321 -1.294
H -0.425 -2.139 -2.825
H -1.525 -2.978 -1.701
H 2.523 -3.943 1.109
H 4.164 -3.054 2.676
H 6.129 -0.542 4.397
H 4.856 -1.781 4.519
H 6.128 -1.923 3.272
```



Record 2
DFT (ωB97M-V/def2-TZVPD) results for C35H55BrMoN4O3P2 as an isolated structure.

multiplicity	3
LUMO level (alpha / beta)	-6.779 / -6.213	eV
gap between HOMO and LUMO (alpha / beta)	6.2 / 7.1	eV
net charge	+2
E_HOMO (alpha / beta)	-13.0 / -13.4	eV

XYZ file:
```
101
C35H55BrMoN4O3P2 | the OMol25 dataset | ωB97M-V/def2-TZVPD
Mo -0.420 0.035 -0.499
C 3.984 -1.940 -0.850
C 3.278 -0.925 -1.756
C 2.670 -1.605 -2.979
P 2.170 0.194 -0.786
C 3.351 0.970 0.428
C 4.658 1.379 -0.266
C 2.787 2.198 1.143
C 1.728 1.555 -1.902
C 2.307 1.819 -3.141
C 1.829 2.851 -3.932
C 0.756 3.617 -3.493
C 0.153 3.360 -2.271
C 0.648 2.340 -1.464
N 0.033 1.935 -0.236
C -0.262 2.792 0.841
C -0.013 4.163 0.819
C -0.375 4.942 1.907
C -0.979 4.377 3.023
C -1.191 3.010 3.062
C -0.826 2.203 1.985
P -0.882 0.397 1.985
C 0.639 -0.188 2.864
C 0.680 -1.715 2.959
C 0.949 0.508 4.190
C -2.394 -0.200 2.868
C -2.289 -0.197 4.399
C -3.659 0.560 2.453
H 4.755 -2.449 -1.431
H 4.471 -1.491 0.013
H 3.299 -2.702 -0.478
H 4.036 -0.230 -2.124
H 1.940 -2.373 -2.728
H 2.169 -0.909 -3.649
H 3.478 -2.089 -3.531
H 3.560 0.187 1.164
H 4.464 2.057 -1.101
H 5.273 1.923 0.452
H 5.251 0.541 -0.626
H 2.559 2.994 0.429
H 1.896 2.005 1.734
H 3.553 2.580 1.819
H 3.140 1.223 -3.492
H 2.289 3.058 -4.889
H 0.379 4.421 -4.112
H -0.691 3.956 -1.949
H 0.470 4.620 -0.033
H -0.178 6.006 1.882
H -1.257 4.995 3.866
H -1.620 2.568 3.951
H 1.419 0.098 2.156
H -0.114 -2.123 3.583
H 0.639 -2.184 1.975
H 1.628 -2.013 3.413
H 0.256 0.226 4.981
H 1.948 0.205 4.511
H 0.946 1.594 4.103
H -2.489 -1.239 2.533
H -2.209 0.814 4.798
H -3.206 -0.629 4.802
H -1.459 -0.779 4.785
H -3.583 1.621 2.687
H -3.894 0.462 1.398
H -4.502 0.158 3.017
O -6.481 2.023 -1.616
C -5.249 1.634 -1.304
C -4.170 2.494 -1.116
C -2.947 1.954 -0.805
N -2.702 0.637 -0.649
C -3.766 -0.159 -0.824
Br -3.584 -2.017 -0.564
C -5.030 0.267 -1.147
H -6.544 2.981 -1.705
H -4.269 3.568 -1.216
H -2.106 2.611 -0.672
H -5.843 -0.434 -1.268
C -1.991 -0.276 -4.630
O -1.878 0.133 -3.242
C -1.012 -0.554 -2.515
O -0.356 -1.476 -2.957
H -2.792 0.326 -5.041
H -2.227 -1.335 -4.684
H -1.053 -0.081 -5.145
C -0.168 -4.900 1.105
C 0.538 -4.445 -0.167
C 1.939 -5.042 -0.225
C -0.255 -4.860 -1.409
N 0.748 -2.967 -0.100
N -0.477 -2.235 -0.270
H -0.354 -5.975 1.063
H -1.148 -4.426 1.239
H 0.439 -4.690 1.987
H 1.883 -6.130 -0.174
H 2.545 -4.692 0.613
H 2.442 -4.782 -1.162
H -0.220 -5.943 -1.527
H 0.166 -4.413 -2.316
H -1.314 -4.591 -1.347
H 1.317 -2.698 -0.894
H -1.066 -2.472 0.520
H -0.960 -2.574 -1.097
```



Record 3
DFT (ωB97M-V/def2-TZVPD) results for one molecule with the formula C5H11NO2S2.

multiplicity	1
LUMO level	0.361	eV
SMILES	CC(C)[C@](N)(SS)C(=O)O
energy above the lowest of the compared OMol25 structures with the same formula, charge and spin	0.010	eV
gap between HOMO and LUMO	9.7	eV
E_HOMO	-9.4	eV

XYZ file:
```
21
C5H11NO2S2 | the OMol25 dataset | ωB97M-V/def2-TZVPD
C -1.163 -0.394 -1.182
C 0.036 0.362 -0.546
C -0.351 1.682 0.100
C 0.868 -0.504 0.428
N 0.044 -0.911 1.677
S 2.384 0.294 1.069
S 3.389 0.939 -0.507
C 1.361 -1.773 -0.306
O 1.952 -1.708 -1.343
O 1.286 -2.943 0.395
H -1.899 -0.703 -0.420
H -0.795 -1.161 -1.815
H -1.766 0.210 -1.839
H 0.847 0.536 -1.300
H -1.109 1.467 0.743
H -0.722 2.509 -0.556
H 0.681 2.128 0.434
H -0.903 -0.306 1.758
H 0.574 -0.566 2.492
H 4.262 0.043 -0.982
H 0.778 -2.886 1.285
```



For reference, F_max by record: 0.0093; 0.0114; 0.0961 Eh/bohr.